[1]
Here is a cluster of 3 separate species, C3H10O3S in total at a distorted geometry from the Open Molecules 2025 dataset. Energies are from ωB97M-V/def2-TZVPD.

Structure (XYZ):
```
17
Properties=species:S:1:pos:R:3:lowdin_charge:R:1
C -0.46 -0.09 0.08 -0.229
O -0.26 1.36 -0.45 -0.230
C -0.10 -0.38 1.58 -0.306
C -0.24 -1.83 1.81 -0.641
S 0.00 -2.38 3.61 0.536
H 0.29 -0.56 -0.56 0.100
H -1.38 -0.57 -0.16 0.081
H 0.91 0.00 1.74 0.101
H -0.92 0.18 2.23 0.146
H -1.33 -1.99 1.74 0.064
H 0.13 -2.49 1.05 0.062
H 1.52 1.69 -5.63 -0.013
H 0.93 2.41 -4.20 -0.017
O 1.27 2.51 -5.17 -0.191
H -0.23 1.63 -1.52 0.070
H -1.05 2.59 -3.53 -0.088
O -0.27 2.25 -3.09 -0.445
```

Output
Gap between HOMO and LUMO (alpha / beta) in Eh: 0.2513 / 0.1610
LUMO energy (alpha / beta) in Eh: 0.098 / 0.008
Relative energy (zero: lowest compared OMol25 entry of this formula, charge and spin) in kcal/mol: 38.0
2S+1: 2
Expectation value of S²: 0.753
Total charge: -1

[2]
Here is a structure of composition C9H20FN3O13S2 at a distorted geometry from the Open Molecules 2025 dataset. Energies are from ωB97M-V/def2-TZVPD.

Structure (XYZ):
```
48
Properties=species:S:1:pos:R:3:lowdin_charge:R:1
C -0.26 -4.67 1.29 -0.096
S -1.21 -3.18 1.54 0.672
O -2.59 -3.52 1.53 -0.270
O -0.82 -2.65 2.79 -0.265
C -0.81 -1.86 0.31 -0.404
C -1.87 -0.76 0.45 -0.105
C -2.94 -0.72 -0.62 -0.139
C -3.86 -1.90 -0.68 -0.239
F -4.66 -1.95 0.42 -0.017
O 0.40 -1.26 0.85 -0.163
S 1.14 -0.45 -0.33 0.591
O 2.49 -0.81 -0.36 -0.184
O 0.91 0.92 -0.15 -0.187
O 0.22 -0.98 -1.52 -0.094
C -0.34 -2.24 -1.07 -0.330
O 0.69 -3.17 -1.11 0.041
H -0.86 -5.45 1.70 0.076
H -0.06 -4.87 0.25 0.063
H 0.64 -4.57 1.88 0.077
H -1.37 0.19 0.46 0.122
H -2.32 -0.86 1.42 0.103
H -2.55 -0.51 -1.60 0.122
H -3.57 0.13 -0.38 0.129
H -3.34 -2.84 -0.83 0.105
H -4.51 -1.77 -1.54 0.122
H -1.07 -2.59 -1.78 0.174
H 1.09 -3.30 -0.24 0.095
C -3.98 -1.19 4.18 0.057
N -4.74 0.07 3.95 -0.445
O -4.56 0.64 2.89 0.059
O -5.47 0.44 4.84 0.064
H -3.37 -1.39 3.31 0.058
H -3.36 -1.05 5.07 0.105
H -4.70 -1.99 4.34 0.107
C 4.29 2.15 -1.56 0.054
N 5.22 2.10 -2.71 -0.447
O 6.41 2.22 -2.49 0.058
O 4.73 1.96 -3.82 0.055
H 4.87 2.29 -0.65 0.100
H 3.61 2.99 -1.72 0.074
H 3.74 1.21 -1.53 0.079
C 4.31 6.88 -2.87 0.049
N 3.86 5.93 -1.80 -0.444
O 4.45 5.94 -0.75 0.074
O 2.92 5.20 -2.08 0.048
H 5.14 7.45 -2.48 0.094
H 4.60 6.28 -3.73 0.102
H 3.46 7.51 -3.11 0.100
```

Output
Gap between HOMO and LUMO in Eh: 0.4002
LUMO energy in Eh: 0.003

[3]
Here is a structure of composition CH23Cd2O14 at a distorted geometry from the Open Molecules 2025 dataset. Energies are from ωB97M-V/def2-TZVPD.

Structure (XYZ):
```
40
Properties=species:S:1:pos:R:3:lowdin_charge:R:1
Cd -10.90 -2.83 14.85 1.591
Cd -11.48 1.48 14.64 1.566
C -12.52 -0.87 13.73 -0.817
O -13.16 0.18 13.44 -0.056
O -12.91 -2.04 13.32 0.102
O -11.49 -0.80 14.42 -0.188
H -13.75 -2.17 12.87 0.080
O -13.02 0.83 16.48 -0.085
H -12.97 1.33 17.32 0.095
H -13.92 1.09 16.12 0.110
O -9.26 0.71 14.20 -0.084
H -8.71 0.50 14.95 0.085
H -8.71 1.01 13.45 0.121
O -13.15 0.14 10.57 -0.007
H -13.27 0.09 11.50 -0.052
H -12.80 -0.70 10.27 0.039
O -14.78 -5.02 12.02 -0.006
H -14.99 -4.43 12.74 -0.029
H -13.87 -4.82 11.79 0.024
O -11.37 2.21 12.40 -0.038
H -10.64 2.82 12.26 0.087
H -12.08 2.74 12.08 0.073
O -8.87 -1.91 14.15 -0.060
H -7.95 -2.13 14.16 0.097
H -8.89 -1.10 13.71 -0.006
O -15.97 0.90 13.33 -0.024
H -15.13 0.48 13.17 -0.039
H -15.96 1.70 12.82 0.035
O -14.80 -4.22 14.82 -0.061
H -15.72 -4.55 15.03 0.132
H -14.77 -3.31 15.21 0.092
O -10.52 -3.36 12.55 -0.095
H -11.34 -3.65 12.14 0.053
H -9.92 -3.16 11.81 0.094
O -12.22 -4.83 14.31 -0.070
H -13.13 -4.68 14.60 0.001
H -11.96 -5.75 14.33 0.101
O -15.14 -1.95 11.84 -0.016
H -15.64 -2.73 12.11 0.057
H -15.87 -1.49 11.42 0.097
```

Output
Gap between HOMO and LUMO in Eh: 0.2573
LUMO energy in Eh: -0.433
Total charge: +3

[4]
Here is a cluster of 5 separate species, C14H24BN2O17S2 in total at a distorted geometry from the Open Molecules 2025 dataset. Energies are from ωB97M-V/def2-TZVPD.

Structure (XYZ):
```
60
Properties=species:S:1:pos:R:3:lowdin_charge:R:1
C -6.86 3.34 -2.32 -0.101
N -5.64 3.33 -3.21 -0.204
C -5.79 4.22 -4.43 -0.117
B -4.34 3.56 -2.46 -0.507
O -3.83 4.96 -2.31 0.014
S -3.41 2.17 -1.67 0.696
O -4.28 1.67 -0.45 -0.430
O -2.12 2.78 -1.00 -0.442
N -2.94 0.82 -2.59 -0.340
S -3.41 0.73 -4.22 0.679
O -4.08 -0.68 -4.46 -0.486
O -2.09 0.68 -5.10 -0.484
H -7.67 2.62 -2.80 0.106
H -7.32 4.43 -2.37 0.100
H -6.66 2.98 -1.22 0.104
H -5.07 3.81 -5.28 0.101
H -5.59 5.35 -4.21 0.100
H -6.90 4.13 -4.85 0.108
H -3.80 5.14 -1.31 0.137
H -4.29 1.66 -4.74 0.046
C 1.21 1.34 -1.91 -0.137
C 0.59 2.12 -3.02 -0.126
O 1.62 2.99 -3.43 0.060
C 2.80 2.41 -3.06 -0.527
O 3.90 2.80 -3.41 0.099
O 2.58 1.33 -2.25 0.056
H 0.82 0.33 -1.84 0.103
H 1.10 1.84 -0.94 0.134
H 0.30 1.49 -3.87 0.130
H -0.29 2.69 -2.69 0.115
C 0.17 -2.12 1.81 -0.145
C 0.45 -0.66 1.90 -0.129
O 0.44 -0.24 0.54 0.050
C -0.31 -1.15 -0.14 -0.493
O -0.67 -1.02 -1.30 0.137
O -0.61 -2.24 0.63 0.070
H -0.39 -2.49 2.68 0.137
H 1.08 -2.72 1.69 0.114
H -0.33 -0.11 2.44 0.139
H 1.42 -0.44 2.36 0.130
C 2.03 -6.45 2.67 -0.134
C 2.13 -6.55 4.16 -0.139
O 2.85 -5.39 4.52 0.073
C 2.67 -4.48 3.51 -0.491
O 3.01 -3.31 3.57 0.120
O 2.05 -5.06 2.44 0.060
H 1.11 -6.90 2.29 0.141
H 2.89 -6.91 2.17 0.139
H 1.15 -6.52 4.65 0.137
H 2.66 -7.45 4.48 0.138
C 5.62 0.00 3.20 -0.137
C 4.92 -0.96 4.11 -0.149
O 5.96 -1.44 4.94 0.064
C 6.94 -0.50 4.93 -0.519
O 7.91 -0.50 5.67 0.122
O 6.70 0.46 3.99 0.060
H 4.98 0.83 2.89 0.138
H 6.02 -0.49 2.31 0.138
H 4.16 -0.46 4.73 0.139
H 4.44 -1.78 3.57 0.101
```

Output
Gap between HOMO and LUMO in Eh: 0.2645
LUMO energy in Eh: 0.056
Total charge: -1

[5]
Here is a structure of composition C2H3CrO3 at a distorted geometry from the Open Molecules 2025 dataset. Energies are from ωB97M-V/def2-TZVPD.

Structure (XYZ):
```
9
Properties=species:S:1:pos:R:3:lowdin_charge:R:1
H -0.81 -1.33 -0.67 0.116
O 1.15 0.84 -0.41 -0.156
O 0.46 0.80 -1.67 -0.372
C 0.58 0.02 0.52 -0.248
H 1.08 0.10 1.49 0.165
Cr -1.19 1.65 -1.06 0.724
O -1.00 0.39 0.62 -0.199
C -0.55 -0.88 0.29 -0.217
H 0.28 -1.60 0.88 0.188
```

Output
Gap between HOMO and LUMO (alpha / beta) in Eh: 0.2321 / 0.3316
LUMO energy (alpha / beta) in Eh: -0.010 / -0.004
Relative energy (zero: lowest compared OMol25 entry of this formula, charge and spin) in kcal/mol: 149.6
2S+1: 6
Expectation value of S²: 8.764